Entry 1:
This record from OMol25 describes a structure of composition ClH10LiO5 at a distorted geometry. The level of theory is ωB97M-V/def2-TZVPD.

Atoms and positions in Å:
1 Li -0.156 -2.529 -1.519
2 Cl 0.059 -0.486 -0.303
3 O -2.498 -1.295 1.715
4 H -2.029 -1.198 0.886
5 H -1.833 -1.598 2.333
6 O 2.050 -1.101 2.317
7 H 1.636 -0.774 1.518
8 H 2.957 -1.272 2.064
9 O -0.540 0.408 -3.427
10 H -1.462 0.197 -3.280
11 H -0.088 0.057 -2.660
12 O -1.873 1.913 -0.370
13 H -1.179 1.256 -0.303
14 H -2.684 1.405 -0.381
15 O 2.866 1.450 0.500
16 H 2.820 2.404 0.440
17 H 1.953 1.163 0.467

## Properties
gap between HOMO and LUMO = 8.828 eV
LUMO = -1.86 eV
total charge = 0

---

Entry 2:
This record from OMol25 describes a cluster of 9 separate species, ClH16O12 in total at a distorted geometry. The level of theory is ωB97M-V/def2-TZVPD.

Atoms and positions in Å:
1 Cl -0.651 0.408 0.032
2 O -1.569 0.270 1.141
3 O 0.075 -0.828 -0.059
4 O -1.477 0.557 -1.168
5 O 0.209 1.563 0.082
6 O -0.938 -1.524 -3.254
7 H -0.008 -1.742 -3.306
8 H -0.984 -0.817 -2.611
9 O 2.599 -2.026 -1.495
10 H 2.219 -1.212 -1.167
11 H 3.404 -2.136 -0.989
12 O 2.138 1.272 2.551
13 H 2.787 1.078 1.874
14 H 1.358 0.789 2.281
15 O 1.032 -1.677 3.018
16 H 1.799 -1.680 2.446
17 H 0.287 -1.613 2.421
18 O 0.445 -3.855 0.207
19 H 0.475 -4.553 -0.447
20 H 0.517 -3.047 -0.301
21 O 0.462 2.411 -3.162
22 H -0.292 2.993 -3.252
23 H 0.585 2.321 -2.217
24 O -0.883 3.282 2.662
25 H -0.561 4.014 2.136
26 H -0.654 2.503 2.155
27 O -4.367 1.383 0.076
28 H -4.567 0.448 0.025
29 H -3.442 1.417 0.321

## Properties
<S²> = 0.761
gap between HOMO and LUMO (alpha / beta) = 11.149 / 4.248 eV
LUMO (alpha / beta) = -0.45 / -7.34 eV
total charge = 0
multiplicity = 2

---

Entry 3:
This record from OMol25 describes a cluster of 10 separate species, ClH18O13 in total at a distorted geometry. The level of theory is ωB97M-V/def2-TZVPD.

Atoms and positions in Å:
1 Cl -0.527 0.203 0.785
2 O -1.853 0.427 0.143
3 O -0.783 -0.692 1.872
4 O 0.430 -0.363 -0.072
5 O 0.017 1.431 1.274
6 O -0.465 -2.556 -4.843
7 H -0.706 -2.051 -4.067
8 H -1.276 -2.623 -5.348
9 O -2.882 4.964 0.436
10 H -2.354 4.168 0.506
11 H -3.080 5.039 -0.497
12 O -4.235 -3.331 4.740
13 H -4.990 -3.566 4.200
14 H -3.744 -2.706 4.207
15 O -5.313 2.167 -3.024
16 H -5.100 3.064 -3.279
17 H -4.694 1.964 -2.323
18 O 4.604 1.196 3.832
19 H 3.830 1.386 4.362
20 H 5.226 0.804 4.446
21 O -0.921 -5.603 0.582
22 H -0.808 -4.740 0.982
23 H -1.732 -5.529 0.079
24 O 4.311 -3.226 0.139
25 H 4.144 -3.321 -0.799
26 H 3.590 -2.682 0.457
27 O 4.860 2.982 0.205
28 H 4.657 2.559 1.039
29 H 4.014 3.064 -0.235
30 O 2.034 2.865 -3.111
31 H 1.638 2.117 -2.664
32 H 2.110 2.587 -4.023

## Properties
gap between HOMO and LUMO = 8.736 eV
LUMO = 2.40 eV
total charge = -1

---

Entry 4:
This record from OMol25 describes a cluster of 10 separate species, ClH18O9 in total. The level of theory is ωB97M-V/def2-TZVPD.

Atoms and positions in Å:
1 Cl 0.134 0.483 -0.486
2 O 1.275 -2.721 3.588
3 H 0.355 -2.572 3.807
4 H 1.427 -2.183 2.811
5 O 0.634 -1.067 -5.126
6 H -0.117 -1.639 -4.968
7 H 0.728 -0.564 -4.316
8 O -1.689 -4.232 -1.666
9 H -1.003 -3.639 -1.360
10 H -2.455 -4.006 -1.139
11 O 3.832 -3.670 -0.677
12 H 4.600 -3.889 -0.150
13 H 3.520 -2.841 -0.315
14 O -4.368 -0.971 -0.461
15 H -3.451 -0.720 -0.346
16 H -4.692 -1.111 0.429
17 O -3.508 1.550 2.992
18 H -3.991 0.806 3.352
19 H -2.737 1.158 2.581
20 O -2.021 5.145 0.388
21 H -1.400 4.453 0.160
22 H -2.803 4.677 0.681
23 O 2.637 3.271 2.158
24 H 2.499 3.211 3.104
25 H 2.082 2.584 1.791
26 O 3.814 2.896 -2.048
27 H 3.022 2.402 -1.833
28 H 3.677 3.187 -2.950

## Properties
gap between HOMO and LUMO = 7.407 eV
LUMO = 2.26 eV
total charge = -1

---

Entry 5:
This record from OMol25 describes a cluster of 11 separate species, ClH20O14 in total at a distorted geometry. The level of theory is ωB97M-V/def2-TZVPD.

Atoms and positions in Å:
1 Cl -0.433 -0.721 0.588
2 O -1.684 -1.231 -0.104
3 O -0.767 0.594 1.262
4 O 0.074 -1.668 1.642
5 O 0.679 -0.389 -0.370
6 O -0.424 -3.116 -1.590
7 H -0.900 -2.344 -1.213
8 H 0.214 -2.705 -2.227
9 O 1.665 0.647 2.846
10 H 1.762 1.072 1.996
11 H 0.738 0.443 2.849
12 O 2.982 -1.469 1.887
13 H 2.567 -0.634 2.128
14 H 2.333 -1.922 1.375
15 O 1.925 2.271 0.735
16 H 1.030 2.475 0.820
17 H 2.264 2.824 0.074
18 O 2.323 0.876 -1.875
19 H 3.039 1.475 -1.603
20 H 1.752 0.757 -1.102
21 O -1.332 0.452 -2.137
22 H -1.751 0.052 -1.378
23 H -0.465 0.566 -1.740
24 O -4.374 -0.906 -1.744
25 H -4.878 -1.291 -2.392
26 H -3.746 -1.438 -1.309
27 O 2.503 -2.979 -0.559
28 H 3.054 -2.420 -1.134
29 H 1.614 -2.599 -0.548
30 O -3.351 1.539 -0.365
31 H -2.884 1.035 0.231
32 H -3.880 0.912 -0.854
33 O -0.291 3.534 2.072
34 H -0.653 2.779 2.519
35 H -0.704 3.531 1.233

## Properties
gap between HOMO and LUMO = 9.607 eV
LUMO = 2.66 eV
total charge = -1

---

Entry 6:
This record from OMol25 describes a cluster of 13 separate species, ClH24O16 in total at a distorted geometry. The level of theory is ωB97M-V/def2-TZVPD.

Atoms and positions in Å:
1 Cl 0.714 0.841 -0.228
2 O 0.126 0.598 1.127
3 O 2.211 1.145 -0.094
4 O 0.612 -0.395 -1.077
5 O 0.005 1.983 -0.842
6 O -1.238 -0.426 -3.349
7 H -0.581 -0.328 -2.701
8 H -0.892 -0.547 -4.242
9 O 0.670 -2.554 0.548
10 H 0.340 -1.665 0.300
11 H 1.237 -2.425 1.326
12 O 0.644 -1.138 3.250
13 H 0.241 -0.625 3.974
14 H 0.610 -0.474 2.570
15 O -2.034 0.937 2.974
16 H -1.923 1.778 2.601
17 H -2.894 1.008 3.384
18 O -2.494 0.376 0.243
19 H -3.176 0.942 -0.091
20 H -2.381 0.601 1.154
21 O 2.289 1.538 2.688
22 H 2.159 1.504 1.711
23 H 1.878 2.368 2.906
24 O 3.508 -1.327 0.159
25 H 3.312 -0.449 -0.155
26 H 3.420 -1.303 1.127
27 O 0.312 -2.673 -3.193
28 H -0.249 -1.978 -2.974
29 H 1.189 -2.341 -3.039
30 O 2.787 -1.398 -2.695
31 H 3.045 -2.252 -2.331
32 H 2.367 -0.952 -1.976
33 O -1.959 -2.039 -0.839
34 H -2.080 -1.184 -0.533
35 H -1.596 -2.476 -0.078
36 O -1.204 3.133 1.707
37 H -2.065 3.525 1.489
38 H -0.960 2.716 0.914
39 O -2.207 2.244 -2.049
40 H -1.319 2.399 -1.785
41 H -2.419 1.333 -1.882

## Properties
gap between HOMO and LUMO = 9.397 eV
LUMO = 2.22 eV
total charge = -1

---

Entry 7:
This record from OMol25 describes a cluster of 13 separate species, ClH24O16 in total at a distorted geometry. The level of theory is ωB97M-V/def2-TZVPD.

Atoms and positions in Å:
1 Cl 26.186 17.474 6.830
2 O 26.267 18.301 8.111
3 O 25.585 18.273 5.723
4 O 27.570 17.054 6.448
5 O 25.365 16.255 7.081
6 O 23.656 14.923 8.621
7 H 24.256 15.602 8.340
8 H 23.037 15.345 9.209
9 O 23.184 15.834 4.751
10 H 23.046 14.915 4.945
11 H 23.073 16.289 5.578
12 O 25.880 14.799 4.490
13 H 25.219 15.066 5.129
14 H 26.435 15.517 4.281
15 O 26.814 14.325 8.988
16 H 26.677 15.189 9.406
17 H 26.907 14.487 8.069
18 O 23.988 18.422 3.534
19 H 23.124 18.605 3.842
20 H 24.300 17.931 4.301
21 O 27.778 14.385 6.334
22 H 27.152 14.480 5.611
23 H 27.889 15.313 6.621
24 O 23.890 18.231 9.118
25 H 24.742 18.368 8.738
26 H 24.112 17.523 9.751
27 O 25.687 16.256 10.513
28 H 26.307 16.956 10.531
29 H 25.416 16.234 11.437
30 O 22.650 17.482 6.737
31 H 23.046 17.489 7.600
32 H 21.942 18.104 6.857
33 O 27.609 16.832 3.773
34 H 27.700 17.040 4.731
35 H 28.140 16.021 3.571
36 O 24.213 13.364 6.298
37 H 24.060 13.632 7.236
38 H 23.752 12.535 6.106
39 O 23.642 20.326 6.089
40 H 23.259 19.436 6.165
41 H 24.513 20.145 5.887

## Properties
gap between HOMO and LUMO = 9.465 eV
LUMO = 2.19 eV
total charge = -1

---

Entry 8:
This record from OMol25 describes a cluster of 2 separate species, ClH2N2P in total at a distorted geometry. The level of theory is ωB97M-V/def2-TZVPD.

Atoms and positions in Å:
1 N -2.491 1.083 -0.429
2 N -1.783 0.665 0.300
3 P 1.515 -0.531 0.332
4 Cl 0.176 -1.765 -0.331
5 H 1.853 0.076 -0.831
6 H 0.729 0.472 0.959

## Properties
gap between HOMO and LUMO = 10.285 eV
LUMO = 1.04 eV
total charge = 0

---

Entry 9:
This record from OMol25 describes an isolated molecule of ClH2NO2Si at a distorted geometry. The level of theory is ωB97M-V/def2-TZVPD.

Atoms and positions in Å:
1 O 1.225 -1.151 -1.005
2 N 0.840 -0.657 0.039
3 O 1.287 -0.939 1.145
4 Si -0.670 0.424 0.054
5 Cl 0.057 2.220 0.117
6 H -1.215 0.469 -1.290
7 H -1.524 -0.366 0.940

## Properties
gap between HOMO and LUMO = 10.704 eV
LUMO = -0.15 eV
total charge = 0

---

Entry 10:
This record from OMol25 describes a cluster of 2 separate species, ClH2NOS in total at a distorted geometry. The level of theory is ωB97M-V/def2-TZVPD.

Atoms and positions in Å:
1 N 1.271 -1.111 0.157
2 O -1.977 0.656 1.299
3 S -0.990 1.193 0.334
4 Cl -1.597 0.698 -1.537
5 H 1.898 -0.433 0.657
6 H 1.395 -1.003 -0.910

## Properties
gap between HOMO and LUMO (alpha / beta) = 9.793 / 8.517 eV
LUMO (alpha / beta) = -1.54 / -0.88 eV
total charge = 0

---

The calculation returns the following ΔE to the lowest compared entry with this formula, charge and spin values, one per record and in order: 26.3, 3.3, 44.9, 48.7, 41.9, 36.8, 26.3, 0.0, 14.2, 53.8 kcal per mole.
The calculation returns the following calculated total energy values, one per record and in order: -849.96460, -1372.23595, -1448.90471, -1148.21937, -1525.35103, -1678.24268, -1678.25948, -912.28042, -956.05742, -989.46174 Eh.